The ion HO3P2S2 with charge -1. Source: the OMol25 dataset; level of theory: ωB97M-V with the def2-TZVPD basis set.

Cartesian coordinates (Å):
O1 4.00 1.14 -0.41
O2 -0.15 -1.23 -0.40
O3 -0.14 1.40 0.40
P1 2.70 0.45 -0.60
P2 1.13 1.00 1.11
S1 2.89 -1.67 0.42
S2 0.97 -1.48 0.93
H1 -0.39 -0.20 -0.37

The total energy is -46408.8496 eV. The LUMO energy comes out at 3.3 eV. The largest force on an atom comes out at 2.23 eV/Å. The value obtained for the orbital gap is 6.40 eV. The value obtained for the energy above the lowest of the compared OMol25 structures with the same formula, charge and spin is 3.8060 eV. The HOMO energy comes out at -3.08 eV. The net charge is -1.

The ion HO3S3 with charge -1. Source: the OMol25 dataset; level of theory: ωB97M-V with the def2-TZVPD basis set.

Cartesian coordinates (Å):
O1 -2.35 -1.55 -0.53
S1 -2.65 -0.27 0.00
O2 -3.89 0.31 -0.55
O3 -2.40 -0.09 1.41
S2 -0.99 1.38 -0.93
S3 -0.01 1.56 0.85
H1 -1.08 1.54 1.51

The total energy is -38666.0280 eV. The LUMO energy comes out at 3.4 eV. The largest force on an atom comes out at 3.82 eV/Å. The SMILES is O=S(=O)([O-])SS. The value obtained for the orbital gap is 7.59 eV. The value obtained for the energy above the lowest of the compared OMol25 structures with the same formula, charge and spin is 0.4898 eV. The HOMO energy comes out at -4.16 eV. The net charge is -1.

A cluster of 2 separate species, HO3S3 in total. Source: the OMol25 dataset; level of theory: ωB97M-V with the def2-TZVPD basis set.

Cartesian coordinates (Å):
O1 0.59 0.37 0.93
O2 -0.26 1.08 -1.25
O3 2.06 0.32 -1.03
S1 -2.27 -0.37 1.48
S2 0.15 -1.72 -0.93
S3 0.70 0.28 -0.52
H1 -0.98 0.04 1.32

The total energy is -38662.8186 eV. The LUMO energy (spin up / spin down) comes out at -0.1 / -0.1 eV. The largest force on an atom comes out at 1.27 eV/Å. The value obtained for the orbital gap (spin up / spin down) is 4.48 / 4.54 eV. The value obtained for the energy above the lowest of the compared OMol25 structures with the same formula, charge and spin is 3.6992 eV. The HOMO energy (spin up / spin down) comes out at -4.55 / -4.62 eV. The net charge is -1.

The ion HO5P with charge -2. Source: the OMol25 dataset; level of theory: ωB97M-V with the def2-TZVPD basis set.

Cartesian coordinates (Å):
O1 -0.67 0.36 -1.37
P1 0.34 0.63 -0.32
O2 1.57 -0.23 -0.26
O3 0.47 2.02 0.05
O4 -0.81 -0.12 1.25
O5 -0.71 -1.44 0.73
H1 -0.19 -1.21 -0.09

The total energy is -19540.8007 eV. The LUMO energy comes out at 7.7 eV. The largest force on an atom comes out at 3.77 eV/Å. The SMILES is O=P([O-])([O-])OO. The value obtained for the orbital gap is 6.68 eV. The value obtained for the energy above the lowest of the compared OMol25 structures with the same formula, charge and spin is 0.9163 eV. The HOMO energy comes out at 1.00 eV. The net charge is -2.

The ion HO5S2 with charge -1. Source: the OMol25 dataset; level of theory: ωB97M-V with the def2-TZVPD basis set.

Cartesian coordinates (Å):
O1 0.25 1.19 0.31
O2 1.96 -0.43 -0.86
O3 -1.24 -0.75 -0.84
O4 1.00 -0.97 1.33
O5 -2.08 1.53 0.15
S1 1.69 0.02 0.52
S2 -1.14 0.51 0.51
H1 -0.43 -1.10 -1.12

The total energy is -31925.3781 eV. The LUMO energy comes out at 3.7 eV. The largest force on an atom comes out at 3.67 eV/Å. The value obtained for the orbital gap is 9.04 eV. The value obtained for the energy above the lowest of the compared OMol25 structures with the same formula, charge and spin is 0.4154 eV. The HOMO energy comes out at -5.31 eV. The net charge is -1.

A cluster of 2 separate species, HPS in total. Source: the OMol25 dataset; level of theory: ωB97M-V with the def2-TZVPD basis set.

Cartesian coordinates (Å):
P1 0.46 -0.65 -0.01
S1 1.59 0.91 -0.01
H1 -2.05 -0.26 0.01

The total energy is -20136.5588 eV. The LUMO energy (spin up / spin down) comes out at -2.0 / -2.0 eV. The largest force on an atom comes out at 2.25 eV/Å. The value obtained for the orbital gap (spin up / spin down) is 6.26 / 6.26 eV. The value obtained for the energy above the lowest of the compared OMol25 structures with the same formula, charge and spin is 1.8513 eV. The HOMO energy (spin up / spin down) comes out at -8.30 / -8.30 eV. The net charge is 0.

A cluster of 2 separate species, HPS in total. Source: the OMol25 dataset; level of theory: ωB97M-V with the def2-TZVPD basis set.

Cartesian coordinates (Å):
P1 0.15 -0.71 0.01
S1 1.43 0.67 0.01
H1 -1.58 0.04 -0.01

The total energy is -20138.4101 eV. The LUMO energy comes out at -1.6 eV. The largest force on an atom comes out at 2.89 eV/Å. The value obtained for the orbital gap is 7.31 eV. The value obtained for the energy above the lowest of the compared OMol25 structures with the same formula, charge and spin is 0.0000 eV. The HOMO energy comes out at -8.87 eV. The net charge is 0.

A structure of composition HPS5. Source: the OMol25 dataset; level of theory: ωB97M-V with the def2-TZVPD basis set.

Cartesian coordinates (Å):
P1 -1.59 -0.03 -0.77
S1 -0.21 2.13 0.35
S2 -0.66 -1.56 0.38
S3 1.63 1.64 -0.32
S4 1.32 -1.70 -0.24
S5 2.26 -0.14 0.67
H1 -2.76 -0.33 -0.06

The total energy is -63480.8258 eV. The LUMO energy (spin up / spin down) comes out at -1.8 / -1.8 eV. The largest force on an atom comes out at 2.29 eV/Å. The value obtained for the orbital gap (spin up / spin down) is 6.54 / 6.54 eV. The value obtained for the energy above the lowest of the compared OMol25 structures with the same formula, charge and spin is 1.3216 eV. The HOMO energy (spin up / spin down) comes out at -8.37 / -8.37 eV. The net charge is 0.